Below is a molecular structure, C18H48AsBaF6O15P3 in a non-equilibrium geometry, with properties calculated with ωB97M-V with the def2-TZVPD basis set.

Summary:
HOMO-LUMO gap in eV: 3.9
E_HOMO in eV: -0.25
Total charge: -2
E_LUMO in eV: 3.6

Geometry as XYZ:
```
92
Properties=species:S:1:pos:R:3:forces:R:3
Ba -1.465253 -0.271684 -0.809416 -2.2 0.4 -2.1
O -1.854313 -1.395504 -3.054036 1.0 -0.8 -0.2
H -1.297983 -2.103424 -3.433366 -0.3 0.4 0.2
O -4.024673 -0.934434 -0.842466 0.4 -1.1 1.4
H -4.430613 -1.097274 0.031164 0.0 0.3 -0.4
O -2.689783 1.693136 -1.983176 1.1 1.1 0.2
H -2.499613 2.629596 -1.779666 -0.6 -0.7 0.0
As -3.403053 2.481036 1.921774 -3.2 0.5 -0.2
F -4.080233 1.328156 3.134204 0.9 0.4 -0.7
F -4.524103 1.801236 0.690374 1.5 1.2 1.5
F -2.719673 3.808396 0.928494 -0.4 -1.6 0.5
F -2.466973 3.204936 3.283144 0.0 -1.1 -1.1
F -2.259003 1.244076 1.380004 0.2 1.2 1.0
F -4.752163 3.569986 2.433924 1.0 -0.4 -0.5
C -2.436943 -1.502714 4.249554 -0.3 0.3 -0.4
C -2.388683 -2.391194 3.025074 0.0 0.1 0.6
O -1.053053 -2.899114 2.779804 1.0 -1.4 -1.0
P -0.798273 -3.645414 1.333284 -1.3 2.0 -0.7
O -0.548693 -2.645004 0.249274 -0.1 -2.3 1.6
O 0.505437 -4.609834 1.541334 -2.9 2.1 -0.3
C 0.391217 -5.678064 2.471394 2.1 0.0 -0.8
C 1.852017 -5.816694 2.886444 -0.3 -1.0 2.2
O -2.181873 -4.548314 1.201354 3.0 0.9 1.5
C -3.128733 -4.324704 0.172504 -1.8 0.3 -1.4
C -4.569193 -4.646454 0.676834 1.0 -1.8 0.1
H -2.217323 -2.065014 5.157124 0.3 0.2 0.1
H -1.899743 -0.558624 4.158914 0.3 -0.3 0.0
H -3.469143 -1.156784 4.304214 -0.2 -0.1 0.1
H -3.003723 -3.254224 3.280034 -0.2 0.0 -0.6
H -2.728393 -1.835734 2.150924 -0.2 -0.2 -0.1
H -0.268583 -5.461474 3.311544 -0.1 -0.1 -0.2
H 0.122687 -6.525424 1.840544 -0.5 -0.3 0.6
H 2.115267 -5.263414 3.787934 -0.2 1.1 -0.3
H 1.929737 -6.779354 3.391774 0.5 -0.8 -0.8
H 2.592327 -5.617544 2.111604 -0.3 -0.4 0.0
H -3.119013 -3.340074 -0.294936 0.4 0.5 0.3
H -2.845063 -5.045114 -0.594726 -0.4 0.0 -0.3
H -4.494903 -5.719314 0.854474 -0.2 -0.5 0.3
H -4.922933 -4.270334 1.636784 0.4 0.8 -0.2
H -5.361733 -4.614414 -0.070796 0.4 0.8 -0.2
C 3.973297 3.087416 -3.449096 0.7 0.7 0.2
C 3.457767 1.692296 -3.422726 -1.6 -0.3 -0.5
O 2.258677 1.606216 -4.241946 -1.3 0.6 0.0
P 0.716357 1.873506 -3.681956 1.0 0.1 -0.2
O 0.451417 0.966426 -2.559146 0.0 0.2 -1.1
O -0.153063 1.916576 -5.078156 0.9 -0.3 3.3
C 0.283257 2.276686 -6.355026 0.6 -0.5 -0.8
C 0.822877 3.690246 -6.580056 0.1 0.5 0.6
O 0.711337 3.412976 -3.163166 0.5 -1.3 -1.2
C -0.570173 3.987206 -2.925096 -0.6 2.3 -0.5
C -0.312453 5.523186 -2.751656 -0.6 -0.4 1.3
H 4.299417 3.352276 -4.454876 0.2 0.0 0.0
H 3.289157 3.874916 -3.133006 -0.4 -0.4 0.1
H 4.803087 3.121556 -2.743126 0.4 0.2 -0.2
H 4.159117 1.012626 -3.906716 0.0 0.0 0.1
H 3.261187 1.330636 -2.413446 -0.2 0.0 0.1
H 1.039887 1.568396 -6.692576 0.3 -0.1 0.2
H -0.600723 2.007166 -6.932986 0.0 0.6 -0.4
H 1.484137 4.083046 -5.807696 -0.1 -0.6 0.7
H 1.522917 3.731866 -7.414506 -0.6 -0.1 -0.6
H 0.050667 4.458046 -6.627836 -0.1 -0.1 -0.4
H -1.283993 3.855606 -3.738266 0.3 -0.5 -0.2
H -1.040513 3.550676 -2.044006 0.3 0.0 0.0
H -1.138033 6.205556 -2.953856 -0.5 -0.6 -0.3
H -0.207483 5.615746 -1.670676 0.6 0.5 0.1
H 0.522607 5.994446 -3.270006 0.3 -0.7 -0.1
C 0.943587 2.948186 -0.022656 1.0 -0.1 1.8
C 1.628807 2.980256 1.379794 -1.4 1.7 0.1
O 2.504677 1.931506 1.580884 1.2 -3.7 0.1
P 1.913167 0.414726 1.820494 -0.3 1.6 -1.0
O 0.726407 0.093616 0.967334 1.5 0.2 2.1
O 3.188407 -0.451164 1.463374 0.5 -0.7 -0.6
C 3.328897 -1.278494 0.243114 -0.9 -0.4 -0.1
C 4.137127 -2.508544 0.627334 -1.1 1.4 1.7
O 1.841567 0.381896 3.455224 1.3 0.1 -3.2
C 0.845527 -0.375684 4.108664 -0.4 1.3 1.2
C 1.478437 -0.864554 5.440864 -1.2 -0.8 -1.3
H 0.026127 2.362666 0.036904 0.1 0.2 -0.5
H 0.818337 3.957996 -0.413416 -0.3 -0.1 0.1
H 1.741477 2.460256 -0.582476 -0.5 -0.2 -0.6
H 2.231627 3.883886 1.470214 0.2 0.1 -0.1
H 1.025337 2.965356 2.287374 -1.0 0.5 -0.4
H 2.347627 -1.577894 -0.125086 -0.2 0.3 0.2
H 3.822737 -0.768774 -0.584176 0.0 0.7 0.4
H 4.023897 -3.333654 -0.075856 0.8 0.3 -0.1
H 5.061177 -2.057924 0.989504 0.8 -1.0 -0.7
H 3.675137 -2.800154 1.570534 -0.2 -0.6 0.0
H 0.065667 0.379736 4.204874 -0.4 -0.4 0.7
H 0.421207 -1.167014 3.490714 0.3 -0.2 0.1
H 0.648297 -1.089114 6.110584 0.1 -0.2 0.2
H 1.942157 -1.790704 5.101284 0.3 -0.2 0.7
H 2.206607 -0.235574 5.952974 -0.2 0.3 -0.5
```
Forces are in eV/Å.

Löwdin population analysis, charges in e, atoms 1 to 2: Ba 1.8273; O -0.7020

Below is a gas-phase ion, C3H8N3O (charge +1) in a non-equilibrium geometry, with properties calculated with ωB97M-V with the def2-TZVPD basis set.

Summary:
HOMO-LUMO gap (alpha / beta) in eV: 8.9 / 8.9
E_HOMO (alpha / beta) in eV: -13.20 / -13.20
Total charge: +1
Structure (SMILES): [NH2+]=C/[NH+]=C\NC[O-]
E_LUMO (alpha / beta) in eV: -4.3 / -4.3

Geometry as XYZ:
```
15
Properties=species:S:1:pos:R:3:forces:R:3
N -2.312756 -0.584296 0.457179 1.2 0.6 -3.4
C -0.970683 -0.621122 0.264812 -0.5 3.2 0.1
N -0.504904 -0.279983 -1.058908 0.8 -1.4 3.6
C 0.811674 -0.019252 -1.274487 0.0 -1.2 -2.5
N 1.697796 0.147373 -0.358373 0.7 1.3 -0.2
C 1.237989 0.704512 0.912923 0.9 1.4 3.8
O -0.022904 1.094612 0.948929 -1.2 -1.3 -1.0
H -2.812533 -0.682623 1.337502 0.4 -0.1 -0.4
H -2.794620 -0.227374 -0.434238 0.2 -0.6 2.6
H -0.311098 -1.098375 0.959513 0.1 -0.6 0.0
H -1.239761 -0.247065 -1.712538 -0.1 0.2 -1.6
H 1.188124 -0.148130 -2.308173 -0.6 0.4 0.5
H 2.700165 0.404258 -0.530349 -1.4 -0.8 -0.6
H 1.437285 -0.135079 1.674195 0.4 1.2 -0.6
H 1.896226 1.692543 1.122013 -0.9 -2.4 -0.4
```
Forces are in eV/Å.

Löwdin population analysis, charges in e, atoms 1 to 2: N 0.1706; C -0.0994

Below is a molecular structure, C28H16Cl3EuN9O3S in a non-equilibrium geometry, with properties calculated with ωB97M-V with the def2-TZVPD basis set.

Summary:
HOMO-LUMO gap (alpha / beta) in eV: 5.6 / 5.9
Spin multiplicity: 8
E_HOMO (alpha / beta) in eV: -1.86 / -2.18
Total charge: -2
E_LUMO (alpha / beta) in eV: 3.7 / 3.7

Geometry as XYZ:
```
61
Properties=species:S:1:pos:R:3:forces:R:3
Eu -0.509278 -0.398715 -0.502298 -0.7 -0.6 0.3
Cl -3.096283 1.527359 -7.294571 -0.1 0.1 0.1
C -2.509692 1.640650 -5.643067 0.0 0.3 -0.1
C -2.108334 0.471435 -5.019160 0.9 0.7 1.1
C -1.464115 0.504207 -3.749899 -0.3 0.6 -0.8
N -0.908756 -0.618208 -3.131357 -0.3 0.4 0.2
C -0.500593 -1.627646 -3.883227 0.4 0.1 -1.0
O -0.530028 -1.797822 -5.131482 -0.3 0.1 0.8
C 0.254949 -2.693725 -3.136795 -0.2 0.4 0.4
C 0.315208 -3.942802 -3.702329 -0.1 -1.0 0.3
C 1.037186 -4.964195 -3.065830 -0.5 0.6 -0.8
C 1.752099 -4.604065 -1.947902 -0.1 1.0 0.1
C 1.651250 -3.286931 -1.461210 0.0 -1.3 -0.9
N 0.872422 -2.361363 -1.997980 0.2 0.0 0.0
C -1.325555 1.782893 -3.100547 0.2 -1.5 0.8
C -1.780619 2.908554 -3.748560 0.2 1.0 -0.6
C -2.329798 2.869840 -5.023442 -0.1 -0.4 -0.1
Cl -2.681575 4.389748 -5.835834 0.0 -0.3 0.1
N -0.861706 1.781553 -1.756318 -0.5 0.2 -0.6
C -0.504569 2.931071 -1.183777 0.6 -0.1 -0.8
O -0.069423 3.961660 -1.732621 -0.3 0.0 0.5
C -0.666719 2.932911 0.325119 0.1 -0.1 -0.2
C -0.358831 4.061667 1.043251 0.1 0.2 -0.1
C -0.622544 4.117727 2.401013 0.9 1.3 -0.9
C -1.262548 3.073256 2.979243 0.1 -1.3 0.6
C -1.479740 1.947821 2.197535 -1.1 -0.6 -0.1
N -1.169394 1.856581 0.910844 -0.2 -0.2 0.2
H -2.128342 -0.439627 -5.564033 -0.2 -0.5 -0.2
H -0.297000 -4.047049 -4.584912 0.2 -0.3 -0.2
H 1.066553 -5.970802 -3.488533 0.0 0.3 0.2
H 2.409215 -5.278747 -1.450251 0.3 -0.5 0.3
H 2.271408 -3.015132 -0.649155 0.2 0.4 0.8
H -1.566761 3.883671 -3.332735 -0.2 -0.1 0.1
H 0.093430 4.833229 0.459895 0.2 0.6 0.0
H -0.273702 4.986441 2.945614 -0.2 0.0 0.2
H -1.403542 3.008341 4.046029 -0.4 0.1 0.1
H -2.019427 1.073819 2.566745 0.3 0.2 0.2
N -1.457895 -1.773303 3.532617 -0.9 0.0 0.2
C -0.427271 -0.897006 3.632887 -0.1 0.3 -0.2
N 0.110052 -0.267779 2.632094 0.3 -0.1 0.9
C 1.166613 0.550652 3.073604 -1.1 -0.6 -0.1
C 1.907182 1.370439 2.242991 0.4 0.6 0.1
C 2.881241 2.174411 2.833203 -0.1 0.3 -0.5
C 3.074152 2.197405 4.210812 0.5 0.6 0.2
C 2.302910 1.422598 5.047408 -0.3 -0.7 0.7
C 1.372961 0.581156 4.462828 -0.3 -0.3 -0.1
S 0.248683 -0.523470 5.243133 0.2 0.1 -0.5
H -2.083764 -1.667366 2.715178 0.5 0.0 -0.3
H -2.018391 -1.977478 4.359716 0.7 0.2 -0.2
H 1.666445 1.458595 1.184206 0.2 -0.2 0.3
H 3.456165 2.864007 2.209651 -0.1 -0.3 0.2
H 3.810103 2.875888 4.654270 -0.2 -0.2 -0.3
H 2.397459 1.422554 6.142689 0.1 0.2 -0.6
O 1.598253 -1.463178 0.818899 0.1 0.1 -0.2
N 2.081815 -2.283978 1.634525 -0.4 -1.0 0.5
C 1.315667 -3.371208 1.897617 -0.8 1.7 -1.4
C 1.716410 -4.432122 2.723260 -0.3 -2.0 0.7
N 1.770580 -5.461400 3.273940 0.4 1.5 -0.4
C 0.010673 -3.504345 1.224891 0.8 -0.3 0.6
N -1.002334 -3.718967 0.713627 0.4 0.2 0.1
Cl -3.192533 -1.073720 0.778492 0.4 0.2 0.1
```
Forces are in eV/Å.

Löwdin population analysis, charges in e, atoms 1 to 2: Eu 1.4518; Cl 0.5804

Below is 2 unconnected molecules or ions with the total composition C4H10NO3 in a non-equilibrium geometry, with properties calculated with ωB97M-V with the def2-TZVPD basis set.

Summary:
HOMO-LUMO gap in eV: 7.4
E_HOMO in eV: -3.54
Total charge: -1
E_LUMO in eV: 3.8

Geometry as XYZ:
```
18
Properties=species:S:1:pos:R:3:forces:R:3
C 0.605652 -0.536340 -0.831090 0.3 -0.4 0.9
C -0.180440 -1.419682 -1.780223 0.1 0.8 -1.9
C -1.512177 -1.634334 -1.135177 -0.8 -3.9 0.0
O -1.966588 -2.802392 -1.209830 0.0 2.6 0.3
N -0.219577 0.595234 -0.399304 1.1 1.3 -0.4
C -0.424759 0.557036 1.146909 1.9 -0.7 -1.1
O 0.485174 1.296948 1.716914 0.9 -0.3 1.1
H 1.408401 -0.215482 -1.487925 0.9 0.2 0.8
H 0.893231 -1.193364 0.100321 0.1 1.4 -1.7
H 0.325512 -2.360981 -2.093868 -0.6 0.2 1.0
H -0.153403 -0.918236 -2.812694 -0.9 -0.1 1.4
H -1.960227 -0.886137 -0.409015 0.5 -0.6 -1.2
H 0.288881 1.548101 -0.648088 -1.3 -2.7 1.2
H -1.363493 0.972794 1.327175 -2.5 0.4 0.1
H -0.494302 -0.634188 1.442999 0.3 1.9 -0.7
H 2.432749 2.811170 2.848836 -0.1 1.0 -3.7
H 1.798120 2.407894 1.543734 -1.8 -1.7 -0.7
O 2.410402 3.068159 1.815559 1.9 0.8 4.5
```
Forces are in eV/Å.

Löwdin population analysis, charges in e, atoms 1 to 2: C -0.3123; C -0.2126

Calculated calculated total energy in order - -5728.14625, -358.29230, -4284.45738, -438.83027 Ha
Calculated ΔE to the lowest compared entry with this formula, charge and spin in order - 111.8, 65.4, 13.4, 97.2 kcal per mole